No. 1
# H18O9Sr

A molecular structure, H18O9Sr (ωB97M-V with the def2-TZVPD basis set, the Open Molecules 2025 dataset).

```
28
Properties=species:S:1:pos:R:3:nbo_charge:R:1
Sr 3.90 -22.12 -7.64 1.859
O 2.65 -20.15 -6.53 -0.986
H 2.90 -19.27 -6.80 0.500
H 2.07 -20.01 -5.78 0.503
O 1.95 -21.19 -9.25 -0.975
H 1.42 -21.68 -9.89 0.502
H 2.29 -20.45 -9.75 0.491
O 4.00 -22.80 -5.00 -0.981
H 4.21 -22.32 -4.19 0.504
H 3.27 -23.37 -4.76 0.492
O 4.98 -20.24 -9.25 -0.993
H 4.73 -19.42 -9.65 0.505
H 5.48 -20.70 -9.93 0.505
O 5.72 -23.29 -9.07 -0.995
H 5.09 -23.75 -9.62 0.495
H 6.57 -23.45 -9.50 0.516
O 4.11 -24.75 -7.21 -0.984
H 3.74 -24.83 -6.33 0.485
H 4.45 -25.63 -7.41 0.514
O 5.42 -20.65 -6.29 -0.994
H 6.10 -20.09 -6.67 0.510
H 5.50 -20.52 -5.35 0.504
O 1.48 -22.83 -6.59 -0.988
H 0.86 -22.36 -6.03 0.508
H 0.98 -23.58 -6.92 0.495
O 2.85 -23.94 -9.67 -0.984
H 2.02 -24.14 -9.24 0.487
H 2.89 -24.55 -10.40 0.508
```

Its net charge is +2. For the maximum force, the calculation gives 0.7 eV/A. For the HOMO energy, the calculation gives -18.40 eV.

***

No. 2
# H18O9Sr

A molecular structure, H18O9Sr (ωB97M-V with the def2-TZVPD basis set, the Open Molecules 2025 dataset).

```
28
Properties=species:S:1:pos:R:3:nbo_charge:R:1
Sr 0.21 -0.20 0.09 1.982
O 2.48 0.40 3.52 -0.978
H 2.09 0.78 4.30 0.488
H 3.39 0.23 3.76 0.492
O -0.70 3.61 1.55 -0.975
H -0.48 4.43 1.99 0.496
H -1.57 3.76 1.17 0.481
O 1.34 -3.76 1.67 -0.981
H 1.19 -3.92 2.60 0.490
H 1.68 -4.60 1.34 0.494
O 0.16 1.74 -3.60 -0.977
H -0.05 1.58 -4.52 0.493
H 0.18 2.70 -3.53 0.485
O -3.72 1.79 -1.31 -0.968
H -4.58 1.98 -0.92 0.487
H -3.74 2.26 -2.15 0.482
O 2.05 -2.81 -3.11 -0.971
H 2.63 -3.56 -3.15 0.490
H 2.23 -2.32 -3.91 0.482
O -2.91 -2.85 -1.11 -0.960
H -2.39 -2.96 -1.91 0.470
H -3.26 -3.72 -0.93 0.493
O -2.39 -0.64 3.14 -0.978
H -3.29 -0.94 3.23 0.496
H -2.28 0.02 3.82 0.485
O 3.55 2.26 -0.58 -0.974
H 4.34 1.89 -0.19 0.483
H 3.86 2.86 -1.25 0.492
```

Its net charge is +2. For the maximum force, the calculation gives 0.8 eV/A. For the HOMO energy, the calculation gives -16.84 eV.

***

No. 3
# H18O9Zr

A molecular structure, H18O9Zr (ωB97M-V with the def2-TZVPD basis set, the Open Molecules 2025 dataset).

```
28
Properties=species:S:1:pos:R:3:nbo_charge:R:1
Zr 0.09 -0.06 -0.06 2.474
O 1.00 1.83 -1.07 -0.764
H 0.66 2.72 -1.21 0.580
H 1.84 1.83 -1.52 0.581
O 0.32 -2.11 0.79 -0.950
H 0.11 -2.43 1.66 0.569
H 0.76 -2.85 0.36 0.574
O 1.33 0.05 1.77 -0.941
H 1.17 -0.13 2.70 0.581
H 2.21 0.43 1.75 0.573
O -1.62 -1.41 -0.71 -0.941
H -1.58 -2.35 -0.90 0.567
H -2.49 -1.14 -0.99 0.564
O 2.13 -0.78 -0.56 -0.946
H 2.74 -1.34 -0.08 0.582
H 2.47 -0.76 -1.45 0.570
O 0.23 -0.55 -2.25 -0.953
H -0.18 -1.28 -2.72 0.582
H 0.46 0.08 -2.93 0.563
O -1.68 1.07 -0.84 -0.937
H -2.19 1.72 -0.35 0.559
H -2.08 1.05 -1.71 0.584
O -1.48 -0.20 1.61 -0.921
H -1.87 0.47 2.17 0.561
H -1.85 -1.02 1.92 0.580
O -0.13 2.11 1.27 -0.447
H 0.14 2.09 2.19 0.576
H -0.54 2.97 1.16 0.580
```

Its net charge is +5. For the maximum force, the calculation gives 3.3 eV/A. As for the multiplicity: 2. For the HOMO energy (spin up / spin down), the calculation gives -32.37 / -32.31 eV.

***

No. 4
# H19O10

10 unconnected molecules or ions with the total composition H19O10 (ωB97M-V with the def2-TZVPD basis set, the Open Molecules 2025 dataset).

```
29
Properties=species:S:1:pos:R:3:nbo_charge:R:1
O 1.70 0.60 0.16 -1.012
H 0.82 0.85 0.08 0.465
H -2.20 -2.30 -2.13 0.480
O 1.75 -2.29 -1.10 -0.962
H 1.70 -1.88 -1.94 0.499
H -0.75 3.34 -0.33 0.458
O -1.78 -2.85 -2.79 -0.954
H 1.31 -1.63 -0.49 0.450
H -1.36 -2.04 -3.36 0.471
O -2.87 -0.33 2.79 -0.931
H 3.33 -0.63 2.22 0.454
H 1.57 0.07 -0.85 0.497
O 2.60 -1.29 2.37 -0.939
H -1.97 0.83 -0.65 0.528
H -2.28 -0.05 2.17 0.470
O 1.01 -0.29 -2.64 -1.125
H 1.19 0.62 -2.82 0.468
H -0.11 -0.60 -2.34 0.519
O 2.75 1.74 2.91 -0.947
H 2.88 0.88 2.52 0.459
H 1.76 1.95 2.56 0.482
O -2.68 1.57 -0.43 -1.032
H -3.41 1.34 -1.02 0.462
H 2.22 -1.51 1.51 0.490
O -1.10 -0.43 -1.42 -1.175
H -0.78 -0.98 -0.76 0.434
O -1.18 3.50 0.54 -0.969
H -3.51 -0.89 2.22 0.461
H -2.14 3.31 0.18 0.499
```

Its net charge is -1. For the maximum force, the calculation gives 5.4 eV/A. For the HOMO energy, the calculation gives -6.56 eV.

***

No. 5
# H19O13S

10 unconnected molecules or ions with the total composition H19O13S (ωB97M-V with the def2-TZVPD basis set, the Open Molecules 2025 dataset).

```
33
Properties=species:S:1:pos:R:3:nbo_charge:R:1
O -51.94 -17.80 16.10 -0.815
H -51.26 -17.22 16.54 0.551
H -51.76 -18.62 16.59 0.567
H -51.72 -17.92 15.17 0.559
S -50.17 -19.27 13.26 2.689
O -51.24 -18.56 13.79 -1.153
O -50.52 -20.60 12.86 -1.073
O -49.73 -18.52 12.15 -1.101
O -49.10 -19.37 14.27 -1.101
O -52.38 -15.89 18.40 -0.918
H -52.06 -16.62 18.90 0.465
H -51.75 -15.30 18.59 0.457
O -54.23 -15.95 16.19 -0.939
H -53.46 -15.54 16.58 0.485
H -54.34 -16.74 16.53 0.452
O -49.78 -16.21 16.92 -0.963
H -49.26 -16.63 16.18 0.516
H -49.18 -16.00 17.56 0.473
O -50.89 -21.99 18.07 -0.926
H -51.35 -21.18 17.91 0.485
H -50.81 -21.96 19.06 0.437
O -52.43 -19.39 18.46 -0.963
H -53.40 -19.71 18.29 0.495
H -52.38 -19.29 19.43 0.478
O -51.61 -15.33 13.75 -0.963
H -50.88 -15.84 13.39 0.489
H -52.30 -15.57 13.13 0.474
O -53.68 -18.36 13.59 -1.001
H -52.73 -18.31 13.62 0.494
H -54.12 -17.52 13.87 0.454
O -49.91 -19.72 16.66 -1.088
H -49.67 -19.78 15.61 0.529
H -49.17 -19.42 17.21 0.455
```

Its net charge is -1. For the maximum force, the calculation gives 9.1 eV/A. For the HOMO energy, the calculation gives -3.92 eV.